C38H61FeN4P as an isolated structure in a non-equilibrium geometry. Source: the OMol25 dataset; level of theory: the ωB97M-V functional and the def2-TZVPD basis.

Atoms and positions in Å:
Fe  0.125084  0.327017  1.188693
C  1.916208  1.914491  -3.299295
C  1.607692  3.001034  -2.316256
C  1.541001  4.296047  -2.781769
C  1.153293  5.337535  -1.945730
C  0.730512  5.073586  -0.623106
C  0.766914  3.804662  -0.109208
C  0.295590  3.578869  1.300363
C  1.308788  2.757477  -0.918746
N  1.484025  1.488083  -0.406655
C  2.593583  0.828899  -0.511690
C  3.914871  1.446408  -0.813332
C  2.537759  -0.656089  -0.311042
C  3.663925  -1.479059  -0.841418
N  1.498379  -1.143284  0.243692
C  1.268177  -2.543849  0.382710
C  1.704943  -3.215797  1.535429
C  2.482434  -2.487218  2.598648
C  1.470923  -4.577969  1.642334
C  0.803247  -5.265202  0.639617
C  0.370365  -4.587007  -0.487052
C  0.601515  -3.226921  -0.644336
C  0.226906  -2.539766  -1.931046
H  1.291529  2.058343  -4.181571
H  1.735982  0.913541  -2.913567
H  2.951539  1.979533  -3.641968
H  1.789074  4.497766  -3.815821
H  1.126925  6.351352  -2.325993
H  0.382124  5.891724  -0.005556
H  -0.492186  4.285654  1.551462
H  1.110153  3.746291  2.008200
H  -0.105114  2.571019  1.434848
H  3.853654  2.532497  -0.817588
H  4.300747  1.111525  -1.778005
H  4.644584  1.136307  -0.062299
H  3.838790  -1.257625  -1.896747
H  3.460005  -2.540878  -0.731198
H  4.592644  -1.249432  -0.313745
H  2.123569  -1.463639  2.704179
H  3.542500  -2.442399  2.332212
H  2.412448  -3.004620  3.553478
H  1.831112  -5.109209  2.514200
H  0.623226  -6.326979  0.736886
H  -0.138178  -5.121571  -1.279889
H  -0.694084  -2.958282  -2.333390
H  1.001648  -2.713477  -2.683092
H  0.112199  -1.463200  -1.802407
N  0.693369  0.489939  3.657587
N  1.815013  0.922760  2.866163
H  0.572427  1.058368  4.493023
H  0.868875  -0.454012  3.990229
H  2.710603  0.604095  3.230873
H  1.844768  1.934784  2.902101
C  -5.928956  2.698588  1.782242
C  -4.795829  2.552654  2.790934
C  -3.963894  1.282218  2.525534
C  -3.902106  0.952794  1.021524
C  -3.978396  2.255574  0.215213
C  -5.396330  2.822142  0.343775
P  -2.419755  -0.066075  0.581544
C  -2.444627  -1.592682  1.651934
C  -3.758080  -2.393491  1.704987
C  -3.752253  -3.329506  2.930828
C  -2.338018  -3.827238  3.225070
C  -1.450152  -2.650720  3.679638
C  -1.966413  -1.332299  3.080893
C  -2.734802  -0.810661  -1.095829
C  -4.181039  -1.256970  -1.419376
C  -4.848172  -0.363632  -2.463813
C  -4.082391  -0.417631  -3.792133
C  -2.564368  -0.530577  -3.570253
C  -2.179105  0.079120  -2.224223
H  -6.541020  3.563837  2.034334
H  -6.598835  1.837932  1.869199
H  -5.194895  2.518512  3.803818
H  -4.152148  3.434911  2.734694
H  -4.417128  0.448395  3.064631
H  -2.954733  1.428815  2.926974
H  -4.766902  0.345104  0.744395
H  -3.740915  2.102952  -0.837769
H  -3.246706  2.966205  0.613660
H  -6.067523  2.302677  -0.343315
H  -5.390568  3.866511  0.026500
H  -1.674921  -2.215865  1.166873
H  -3.866664  -2.987120  0.796319
H  -4.620568  -1.726660  1.770426
H  -4.422063  -4.167550  2.744363
H  -4.132414  -2.800008  3.806878
H  -1.919186  -4.289770  2.326476
H  -2.362194  -4.597713  3.994105
H  -0.414301  -2.827711  3.364969
H  -1.457722  -2.579203  4.769238
H  -1.188640  -0.564564  3.108602
H  -2.792985  -0.961317  3.685002
H  -2.105131  -1.707938  -1.062187
H  -4.804768  -1.329408  -0.530166
H  -4.123219  -2.262942  -1.842595
H  -4.910665  0.666055  -2.100123
H  -5.875189  -0.694604  -2.616053
H  -4.317373  0.467524  -4.385132
H  -4.422074  -1.269396  -4.383261
H  -2.024965  -0.048284  -4.386190
H  -2.262342  -1.582496  -3.575536
H  -2.592131  1.088847  -2.166599
H  -1.091420  0.172275  -2.122791

Forces on atoms 1 to 2 (eV/Å):
0.06 -0.32 0.00
0.05 -0.08 0.14

HOMO energy (alpha / beta): -16.4 / -16.4 eV
Frontier orbital gap (alpha / beta): 6.47 / 4.00 eV
Net charge: +3
Multiplicity: 6
Max |F|: 1.59 eV/A
Calculated total energy: -90006.8759 eV

Results of the Löwdin charge analysis, in e, for atoms 1 through 4: Fe 0.84; C 0.01; C -0.14; C 0.02

---

One molecule with the formula C11H16N2 in a non-equilibrium geometry. Source: the OMol25 dataset; level of theory: the ωB97M-V functional and the def2-TZVPD basis.

Atoms and positions in Å:
C  2.388843  -0.916781  -0.769224
C  0.696661  1.271123  1.627930
C  2.279471  0.401863  -0.427758
C  2.038177  -1.731963  0.407878
C  1.636797  0.466246  0.897156
C  0.161547  0.491642  0.726472
C  2.290066  1.635882  -1.286158
C  -2.710801  1.659362  -0.134369
C  -0.998108  -2.578333  -0.060002
C  -2.174299  0.444459  0.716336
C  -0.802693  -1.161993  -0.710005
N  1.943979  -0.868554  1.410731
N  -0.889433  -0.052678  0.227736
H  2.724765  -1.419183  -1.744118
H  0.728984  1.627425  2.616983
H  1.563678  2.375251  -1.124227
H  3.313522  2.238884  -0.975523
H  2.371322  1.540861  -2.415186
H  -2.313382  2.714696  0.144714
H  -2.538356  1.417839  -1.137503
H  -3.853479  1.697843  -0.183267
H  -0.008675  -2.685264  0.543486
H  -1.893254  -2.441979  0.543130
H  -1.263142  -3.345940  -0.881606
H  -2.101330  0.939760  1.611847
H  -2.966108  -0.427081  0.694444
H  0.114207  -1.289083  -1.201244
H  -1.450680  -0.876269  -1.456324
H  1.711735  -1.128032  2.337683

Forces on atoms 1 to 2 (eV/Å):
0.94 0.03 -0.30
0.32 1.50 0.10

HOMO energy: -7.4 eV
Frontier orbital gap: 8.18 eV
Max |F|: 4.64 eV/A
Calculated total energy: -14639.2485 eV

Results of the Löwdin charge analysis, in e, for atoms 1 through 4: C -0.10; C 0.08; C -0.22; C -0.09